{"formula": "C16H37GaN3O2S", "method": "the ωB97M-V functional and the def2-TZVPD basis", "species": ["Ga", "S", "O", "O", "N", "N", "N", "C", "C", "C", "C", "C", "C", "C", "C", "C", "C", "C", "C", "C", "C", "C", "C", "H", "H", "H", "H", "H", "H", "H", "H", "H", "H", "H", "H", "H", "H", "H", "H", "H", "H", "H", "H", "H", "H", "H", "H", "H", "H", "H", "H", "H", "H", "H", "H", "H", "H", "H", "H", "H"], "positions_angstrom": [[2.419009, 0.228095, 0.388854], [3.974439, 1.933894, 0.514597], [2.833501, -1.188844, 1.677170], [-1.758389, 0.550720, 0.102812], [2.586051, -3.390310, 0.708210], [-0.337790, -4.176374, -3.230597], [-0.922560, 4.077997, 2.767147], [2.702823, -2.342253, 1.200816], [-0.168590, -2.784749, -5.279945], [1.422829, -5.660929, -2.098667], [0.555844, -3.483855, -4.138720], [-1.570059, 4.030129, 4.062337], [0.316599, -4.606193, -2.002419], [0.486728, 4.430439, 2.779715], [1.318176, 3.536786, 3.683011], [-1.444082, -0.496350, 1.096568], [-1.669748, 4.724723, 1.707331], [-1.810086, 6.253562, 1.745648], [0.599713, 0.999954, 0.762905], [-0.626425, -6.293300, -4.642558], [-1.237599, -5.133398, -3.840374], [-0.448570, 0.072599, 0.168929], [-1.563939, 5.303747, 4.922372], [-0.134908, -0.582299, -0.637353], [-1.105009, 3.228865, 4.641731], [1.190620, 2.491055, 3.403132], [-1.587417, 0.047561, 2.018812], [0.366130, 0.997575, 1.824273], [-0.241720, -7.080863, -3.996361], [0.867267, 4.321691, 1.761084], [1.969448, -5.685698, -1.154928], [1.023803, -6.662220, -2.271889], [2.539407, -0.439351, -1.049760], [0.656053, 5.483302, 3.064213], [-1.801756, 5.049099, 5.957989], [-0.449724, -4.958257, -1.306015], [-2.666655, 4.276778, 1.665677], [4.792280, 1.661786, 1.537597], [-1.192384, 4.449220, 0.762461], [0.441253, 1.980196, 0.314907], [1.059393, 3.650645, 4.738010], [0.546624, -2.208814, -5.869282], [-1.881561, -5.539680, -3.055868], [1.092148, -2.728503, -3.559809], [-1.391755, -6.743329, -5.280367], [-0.924044, -2.097803, -4.895857], [-2.602427, 3.701549, 3.913759], [-1.916698, -4.587317, -4.501482], [-2.307633, 6.027890, 4.591081], [-0.587703, 5.790406, 4.922290], [1.325241, -4.148914, -4.565702], [2.141380, -5.432577, -2.887003], [-1.968517, -1.406190, 0.847307], [0.745973, -3.718664, -1.530696], [-2.527211, 6.581126, 2.498592], [-0.653434, -3.490606, -5.956919], [-0.857102, 6.747830, 1.937596], [0.183399, -5.957733, -5.291935], [-2.174813, 6.610669, 0.779853], [2.374156, 3.785458, 3.575743]], "forces_ev_per_angstrom": [[-0.03, 0.61, -0.37], [0.15, 0.26, 0.01], [-0.03, 0.21, 0.13], [-0.52, -0.25, -0.54], [-0.04, -0.13, 0.21], [-0.04, -0.04, 0.09], [-0.06, 0.11, -0.01], [0.03, -0.22, -0.35], [0.01, 0.01, -0.03], [-0.04, -0.14, 0.09], [0.01, 0.02, -0.13], [-0.01, -0.12, 0.18], [0.13, 0.16, 0.24], [0.09, 0.01, 0.07], [0.05, -0.05, 0.06], [-0.84, 1.49, -1.21], [-0.04, -0.05, -0.23], [-0.09, 0.01, -0.02], [-0.32, -1.08, -0.33], [-0.10, -0.08, 0.02], [-0.14, -0.02, -0.16], [0.88, -0.22, 1.07], [-0.10, -0.02, 0.05], [-0.16, 0.05, -0.34], [0.07, 0.02, -0.03], [0.00, 0.00, 0.01], [0.32, -0.92, 0.70], [0.23, 0.63, 0.16], [0.09, 0.04, -0.01], [-0.08, 0.01, -0.04], [0.01, 0.08, 0.00], [0.01, 0.01, -0.08], [0.00, -0.10, 0.14], [0.02, -0.01, -0.01], [0.00, -0.01, 0.00], [-0.07, -0.02, -0.08], [0.00, -0.02, 0.08], [-0.14, -0.24, 0.07], [0.07, -0.02, 0.04], [0.30, 0.21, 0.15], [-0.02, 0.02, -0.01], [0.01, 0.01, 0.01], [0.09, 0.00, 0.08], [0.01, -0.07, 0.08], [0.00, 0.01, 0.00], [-0.02, -0.03, 0.02], [-0.01, 0.06, -0.10], [0.05, 0.04, -0.02], [0.06, 0.05, -0.04], [0.02, -0.02, -0.02], [0.01, 0.02, -0.01], [0.00, 0.02, -0.01], [0.09, -0.27, 0.42], [0.02, 0.01, -0.05], [0.05, 0.01, 0.05], [-0.01, 0.00, 0.00], [0.01, -0.02, 0.01], [0.01, 0.03, 0.01], [0.01, -0.01, -0.01], [0.00, -0.02, -0.04]], "total_charge": -1, "homo_energy_ev": -5.3, "lumo_energy_ev": 2.8286}


{"formula": "C16H37MnN6OSi4", "method": "the ωB97M-V functional and the def2-TZVPD basis", "species": ["Mn", "Si", "Si", "Si", "Si", "O", "N", "N", "N", "N", "N", "N", "C", "C", "C", "C", "C", "C", "C", "C", "C", "C", "C", "C", "C", "C", "C", "C", "H", "H", "H", "H", "H", "H", "H", "H", "H", "H", "H", "H", "H", "H", "H", "H", "H", "H", "H", "H", "H", "H", "H", "H", "H", "H", "H", "H", "H", "H", "H", "H", "H", "H", "H", "H", "H"], "positions_angstrom": [[1.362250, 0.146552, -0.010438], [-2.278981, 1.427565, -0.143973], [-1.536918, -1.874297, 1.614740], [-1.017559, -0.539404, -0.230590], [-1.221331, -1.665485, -2.266245], [1.994124, 0.423598, 2.110588], [4.383043, -2.144646, -0.410817], [5.158871, -1.558326, -1.290595], [1.953489, 2.245929, 0.172564], [4.767813, -3.283114, 0.260044], [3.195455, -1.651449, -0.313248], [3.156083, -0.643373, -1.176756], [2.516372, 4.918498, 0.585840], [-1.149233, -3.678607, 1.269335], [-0.487064, -1.374955, 3.118269], [-4.126263, 1.126042, -0.220142], [1.841573, 1.775664, 2.557935], [-0.081120, -3.161043, -2.281171], [-1.878285, 2.327561, 1.467644], [-1.817458, 2.588108, -1.554100], [4.361162, -0.603902, -1.753878], [2.371640, 4.057461, 1.658242], [-2.975244, -2.215360, -2.623700], [2.379302, 4.422998, -0.703918], [-0.621871, -0.504438, -3.623253], [2.080889, 2.724151, 1.413086], [-3.326221, -1.712573, 2.148591], [2.101965, 3.082432, -0.863944], [-3.046554, -2.752584, -3.572213], [-1.209892, 0.413660, -3.669670], [4.656746, 0.098591, -2.513096], [-3.539123, -0.695632, 2.488363], [-3.570673, -2.395757, 2.965113], [-0.095389, -3.635116, -3.266230], [-3.997028, -1.926806, 1.313831], [-0.679439, -0.987957, -4.601839], [-0.119401, -3.818528, 0.933724], [-1.979915, 1.673648, 2.338092], [-1.298894, -4.282362, 2.168448], [1.981245, 2.650651, -1.850404], [-2.251741, 3.579151, -1.398296], [-4.466823, 0.530068, 0.628143], [-4.684955, 2.064936, -0.220247], [-2.195644, 2.212044, -2.506687], [0.826608, 1.926163, 2.936584], [4.319713, -3.292732, 1.168555], [-0.385529, -3.909927, -1.547981], [-1.809740, -4.073074, 0.493677], [2.483577, 5.060276, -1.569817], [-0.886604, -1.838507, 4.024420], [1.427263, -0.152370, 2.649027], [0.951616, -2.875891, -2.064114], [0.545130, -1.736712, 3.027410], [0.422852, -0.228790, -3.451378], [-3.651183, -1.359030, -2.672051], [-2.562794, 3.168666, 1.607845], [2.477762, 4.408008, 2.676225], [5.778822, -3.276586, 0.327956], [2.736476, 5.964333, 0.752567], [-0.734606, 2.704937, -1.645632], [-0.506501, -0.292045, 3.289375], [2.546487, 1.980880, 3.364221], [-4.387859, 0.580579, -1.129716], [-0.863534, 2.736802, 1.449999], [-3.336936, -2.878578, -1.834294]], "forces_ev_per_angstrom": [[0.02, 0.12, -0.18], [0.02, 0.06, 0.01], [-0.01, -0.06, 0.01], [0.07, 0.00, 0.00], [0.06, 0.01, -0.07], [-0.04, -0.03, -0.12], [0.12, 0.00, -0.16], [-0.07, 0.02, 0.02], [0.01, 0.01, 0.03], [-0.04, -0.01, -0.05], [-0.07, -0.08, 0.11], [0.08, -0.04, 0.31], [0.01, 0.01, 0.00], [-0.04, -0.02, 0.02], [-0.02, 0.00, 0.10], [-0.03, -0.08, 0.00], [0.01, 0.00, 0.03], [-0.03, -0.04, 0.01], [-0.05, 0.03, 0.02], [0.00, -0.03, -0.01], [-0.04, 0.02, -0.09], [-0.01, -0.02, 0.00], [-0.05, 0.00, 0.04], [0.00, -0.01, -0.01], [-0.02, -0.01, 0.00], [0.01, 0.05, -0.01], [-0.04, 0.07, -0.04], [0.00, 0.01, -0.01], [0.03, 0.00, 0.00], [0.01, 0.00, 0.00], [0.00, 0.01, 0.01], [-0.01, -0.02, 0.00], [0.03, -0.02, 0.00], [0.00, 0.00, 0.00], [-0.02, -0.01, 0.02], [0.00, -0.01, 0.01], [0.00, 0.01, -0.01], [0.02, 0.01, 0.00], [0.00, 0.00, 0.00], [0.00, -0.01, 0.00], [-0.01, -0.01, 0.02], [-0.02, 0.01, -0.01], [0.03, 0.02, 0.00], [0.03, 0.01, -0.01], [-0.01, 0.01, 0.00], [0.03, 0.00, 0.02], [0.02, 0.01, -0.01], [0.02, -0.01, 0.00], [0.00, 0.01, 0.01], [0.02, 0.01, 0.00], [0.02, 0.03, 0.05], [0.00, 0.00, 0.01], [-0.02, -0.01, -0.05], [0.00, 0.02, -0.01], [-0.01, -0.01, 0.00], [0.01, 0.00, 0.01], [0.00, 0.01, 0.00], [0.01, 0.00, 0.03], [0.00, 0.00, -0.01], [-0.01, 0.01, -0.01], [0.01, -0.02, -0.03], [0.01, -0.02, 0.00], [-0.01, 0.01, 0.01], [0.01, -0.03, -0.01], [-0.02, 0.00, -0.02]], "total_charge": 1, "multiplicity": 6, "s2": 8.7595, "e_above_lowest_ev": 0.000, "homo_energy_ev": [-10.1, -10.2], "lumo_energy_ev": [-2.7347, -2.9642]}


no.,E (eV)
1,-88969.5044
2,-91007.2501